Record 1
Formula: C5H12N2
Source: OMol25
Level of theory: ωB97M-V/def2-TZVPD

Geometry (Å):
C1 -1.788 0.243 0.469
C2 -0.909 0.868 -0.488
C3 0.571 0.428 -0.650
C4 1.561 0.685 0.485
C5 2.084 -0.640 0.156
H1 -1.194 -1.619 -0.291
H2 -2.657 -1.239 -0.772
H3 -1.356 0.349 1.576
H4 -2.895 0.873 0.441
H5 -0.939 1.933 -0.207
H6 -1.291 0.841 -1.508
H7 0.886 0.666 -1.742
H8 2.156 1.612 0.481
H9 1.045 0.614 1.501
H10 2.543 -1.369 1.041
H11 2.915 -0.687 -0.530
H12 0.296 -1.256 0.397
N1 -2.001 -1.192 0.140
N2 0.973 -1.109 -0.498

Atomic forces in eV per Å
-2.67 -0.51 2.34
1.89 2.03 -1.74
-0.46 -0.76 -1.52
-0.69 1.95 1.44
6.26 -2.69 3.29
0.46 0.16 0.25
1.46 0.34 2.85
-1.04 -0.31 -2.19
3.11 -2.03 0.32
0.61 0.08 -0.35
-0.59 -0.16 0.04
-0.07 0.14 2.10
-0.01 -0.48 -0.09
0.32 0.26 -1.29
-1.39 1.77 -1.81
0.55 0.66 -0.45
1.78 -0.42 -2.54
-3.02 0.01 -2.44
-6.50 -0.01 1.80

Computed properties:
E_tot ... -8356.276 eV
Energy relative to the best compared isomer or geometry (same formula, charge and spin) ... 372.5 kJ/mol
Multiplicity ... 1
LUMO level ... 0.99 eV
Gap between HOMO and LUMO ... 10.430 eV

Results of the Mulliken charge analysis, in e, for atoms 1 through 6: -0.50 -0.70 0.01 -0.30 -0.58 0.35

Record 2
Formula: C40H72O33
Source: OMol25
Level of theory: ωB97M-V/def2-TZVPD

Geometry (Å):
C1 0.586 0.563 -3.503
C2 0.637 1.909 -2.744
O1 1.451 2.636 -3.685
C3 1.451 2.108 -4.916
O2 1.894 2.624 -5.892
O3 0.839 0.915 -4.854
H1 -0.366 0.037 -3.536
H2 1.409 -0.080 -3.199
H3 1.164 1.809 -1.796
H4 -0.321 2.332 -2.451
C4 -5.510 -2.701 -4.469
C5 -5.960 -1.390 -3.847
O4 -4.700 -0.655 -3.863
C6 -3.697 -1.505 -4.171
O5 -2.540 -1.218 -4.227
O6 -4.138 -2.777 -4.203
H5 -5.650 -2.646 -5.556
H6 -6.102 -3.569 -4.180
H7 -6.469 -1.471 -2.890
H8 -6.545 -0.837 -4.579
C7 -1.457 -5.138 0.785
C8 -2.716 -6.014 0.865
O7 -3.033 -6.312 -0.484
C9 -2.327 -5.483 -1.269
O8 -2.477 -5.380 -2.454
O9 -1.409 -4.796 -0.622
H9 -0.569 -5.713 1.045
H10 -1.573 -4.316 1.488
H11 -3.447 -5.427 1.427
H12 -2.564 -6.946 1.406
C10 -1.079 -1.610 -0.231
C11 -2.025 -0.956 -1.222
O10 -1.466 0.373 -1.282
C12 -0.201 0.392 -0.699
O11 0.518 1.336 -0.691
O12 -0.027 -0.723 -0.015
H13 -0.698 -2.529 -0.679
H14 -1.631 -1.792 0.695
H15 -3.018 -0.974 -0.782
H16 -1.946 -1.451 -2.189
C13 -0.534 4.415 0.391
C14 0.414 5.271 1.244
O13 1.129 6.098 0.342
C15 0.823 7.396 0.319
O14 0.028 7.943 1.020
O15 1.569 7.989 -0.604
C16 1.722 9.395 -0.539
H17 -1.128 5.033 -0.283
H18 -1.109 3.687 0.963
H19 0.062 3.812 -0.297
H20 1.079 4.544 1.718
H21 -0.057 5.730 2.113
H22 1.541 9.805 -1.533
H23 2.750 9.635 -0.272
H24 1.036 9.901 0.138
C17 -4.638 0.743 0.601
C18 -5.029 -0.564 1.272
O16 -4.794 -0.445 2.675
C19 -3.936 -1.276 3.243
O17 -3.140 -1.966 2.645
O18 -4.060 -1.161 4.562
C20 -3.326 -2.025 5.407
H25 -3.593 1.031 0.670
H26 -5.276 1.489 1.083
H27 -4.994 0.751 -0.431
H28 -4.546 -1.429 0.817
H29 -6.104 -0.737 1.191
H30 -3.860 -2.956 5.597
H31 -3.223 -1.462 6.334
H32 -2.312 -2.264 5.085
C21 1.767 -4.715 1.091
C22 2.408 -4.435 -0.252
O19 2.194 -3.028 -0.479
C23 3.166 -2.412 -1.144
O20 4.204 -2.840 -1.552
O21 2.836 -1.115 -1.191
C24 3.666 -0.155 -1.817
H33 2.348 -4.295 1.913
H34 1.828 -5.791 1.287
H35 0.724 -4.408 1.104
H36 1.879 -5.013 -1.011
H37 3.447 -4.756 -0.251
H38 4.629 -0.624 -2.031
H39 3.905 0.622 -1.091
H40 3.245 0.274 -2.720
C25 0.417 -1.661 3.689
C26 0.632 -0.548 4.728
O22 1.866 -0.660 5.413
C27 2.102 0.050 6.503
O23 1.275 0.663 7.132
O24 3.321 -0.213 6.935
C28 3.898 0.661 7.878
H41 0.055 -2.573 4.168
H42 1.411 -1.950 3.340
H43 -0.264 -1.337 2.909
H44 -0.197 -0.474 5.433
H45 0.639 0.392 4.170
H46 4.523 1.426 7.409
H47 4.574 0.244 8.623
H48 3.096 1.183 8.400
C29 -2.417 6.791 0.075
C30 -3.399 5.736 -0.334
O25 -2.659 4.886 -1.261
C31 -3.184 3.728 -1.637
O26 -4.242 3.270 -1.286
O27 -2.440 3.235 -2.614
C32 -2.762 1.963 -3.158
H49 -1.540 6.538 0.673
H50 -2.902 7.419 0.837
H51 -2.156 7.482 -0.723
H52 -4.154 6.120 -1.022
H53 -3.814 5.139 0.476
H54 -2.158 1.643 -4.004
H55 -3.794 2.007 -3.505
H56 -2.709 1.117 -2.473
C33 3.058 0.513 1.212
C34 3.059 1.813 2.000
O28 3.697 1.753 3.248
C35 4.997 1.553 3.353
O29 5.800 1.496 2.459
O30 5.301 1.451 4.643
C36 6.616 1.027 5.049
H57 2.342 -0.234 1.556
H58 4.063 0.110 1.083
H59 2.712 0.762 0.207
H60 1.996 2.063 2.030
H61 3.465 2.607 1.368
H62 6.409 0.753 6.078
H63 7.185 1.958 5.135
H64 7.112 0.407 4.311
C37 4.713 -4.317 -4.206
C38 3.833 -4.276 -5.469
O31 2.640 -3.524 -5.281
C39 1.713 -3.962 -4.444
O32 1.764 -4.917 -3.721
O33 0.761 -3.005 -4.435
C40 -0.258 -3.096 -3.463
H65 5.472 -5.089 -4.325
H66 4.083 -4.496 -3.343
H67 5.213 -3.353 -4.121
H68 3.574 -5.299 -5.746
H69 4.406 -3.790 -6.253
H70 -0.125 -3.833 -2.665
H71 -1.149 -3.498 -3.944
H72 -0.496 -2.171 -2.947

Atomic forces in eV per Å
-0.34 0.16 0.04
1.85 -0.33 -2.57
-0.18 1.47 0.07
-0.51 0.19 0.52
0.11 -0.18 -0.05
0.02 -0.26 -0.97
0.06 -0.01 0.36
-0.25 -0.35 0.26
1.29 1.16 -3.03
0.07 0.60 -0.95
-1.61 -0.33 -1.04
0.53 0.48 -1.49
-0.20 -0.25 0.28
0.68 -0.17 1.37
-0.44 0.44 -0.48
0.22 -0.16 -0.16
0.14 0.07 0.06
0.55 -0.10 0.55
0.52 0.29 0.27
-0.57 -0.12 0.41
-0.27 -1.35 0.04
0.50 0.07 0.99
-0.29 0.40 0.42
-0.65 -0.39 -2.42
-0.20 -0.19 0.56
0.72 0.84 2.02
-0.10 0.10 -0.22
0.26 0.55 -0.57
-0.68 -0.25 -0.66
0.09 -0.01 -0.09
-0.95 -1.63 -0.02
1.09 0.08 0.53
1.13 -0.02 0.39
-2.32 -0.31 1.07
-1.73 -1.86 5.07
1.19 0.07 0.15
0.15 -0.04 0.48
0.48 -0.14 0.16
-0.21 0.50 -0.50
-0.48 0.48 0.11
0.85 0.16 -0.53
-0.77 -2.29 0.13
0.39 0.48 0.22
0.58 -0.20 0.02
-0.43 0.55 0.74
0.35 -0.36 -0.19
-0.05 0.86 -0.42
0.55 -0.68 0.87
-0.32 0.29 0.20
0.27 -0.03 0.14
0.70 0.42 -0.26
-0.13 0.85 -0.51
0.00 -0.17 -0.06
0.01 -0.16 0.13
-0.06 -0.40 0.18
-1.38 -0.06 0.18
0.05 0.29 -0.72
-0.13 -0.30 0.43
0.50 0.10 -0.24
-0.07 -0.31 0.32
-0.21 0.06 -0.53
0.61 -0.05 0.85
0.05 -0.17 0.00
0.43 0.34 0.01
0.40 -0.08 -0.12
0.29 -0.08 0.44
0.00 0.16 -0.11
-0.14 0.08 -0.13
-0.13 -0.19 0.07
-0.16 0.16 -0.52
0.64 -0.62 0.22
-0.91 -0.55 0.62
0.56 -0.58 -0.45
0.45 1.61 0.19
0.15 -0.85 -0.09
-1.41 0.31 -0.10
1.77 -0.44 0.16
-0.23 0.47 -0.06
-0.25 -0.07 -0.18
0.46 0.29 0.18
0.09 0.25 -0.31
0.14 0.56 -0.17
-0.10 0.01 -0.35
-0.29 0.03 -0.28
-0.23 -0.16 0.01
1.05 -0.38 1.46
-1.13 0.80 -0.68
0.93 -0.78 -0.68
-1.45 -0.50 1.26
-0.04 0.61 -0.51
1.59 -0.65 -0.54
-0.19 1.73 0.71
-0.32 0.07 -0.03
-0.15 0.25 -0.62
0.11 -0.03 -0.11
0.09 -0.10 0.15
0.12 0.17 0.16
-0.28 -0.07 -0.54
-0.40 -1.09 -0.26
0.09 -0.03 0.12
-0.82 1.53 1.64
0.63 -0.47 -1.40
-0.25 -0.60 -0.34
-0.97 0.45 -0.85
-0.04 -0.21 0.65
1.63 -0.31 -0.17
-1.95 -0.91 -0.36
-0.49 -0.42 -0.72
-0.37 0.14 -0.34
0.17 -0.27 -0.19
-0.49 0.34 0.80
-0.04 0.05 -0.04
0.48 0.91 0.00
-0.06 0.00 -0.14
-0.18 0.94 0.04
0.23 0.23 -0.46
-0.27 -0.35 -2.23
-1.06 0.13 1.25
0.88 0.05 -0.24
-0.05 -0.11 -0.32
-0.81 -0.38 0.11
-0.49 2.23 -0.02
0.24 -0.03 0.38
-0.07 -0.18 0.25
-0.13 0.08 0.49
0.12 0.27 1.28
0.50 -0.03 0.22
0.55 -1.05 -0.20
0.34 -0.16 -0.15
-0.24 -0.58 0.37
-0.43 0.48 -0.82
0.73 -0.99 0.95
-0.02 0.34 -0.64
0.17 1.37 0.72
-0.15 -0.60 -0.13
0.35 0.04 0.28
-1.29 -1.58 0.55
-0.04 -0.07 0.10
0.30 -0.13 0.14
0.01 -0.03 0.33
-0.09 0.07 -0.23
-0.42 0.03 -0.28
0.92 -0.03 -0.24
-0.19 0.47 -0.13
0.59 0.35 -0.75

Computed properties:
E_tot ... -110211.226 eV
Energy relative to the best compared isomer or geometry (same formula, charge and spin) ... 387.6 kJ/mol
Multiplicity ... 1
LUMO level ... -0.08 eV
Gap between HOMO and LUMO ... 9.420 eV
SMILES ... CCOC(=O)OC.CCOC(=O)OC.CCOC(=O)OC.CCOC(=O)OC.CCOC(=O)OC.CCOC(=O)OC.CCOC(=O)OC.O=C1OCCO1.O=C1OCCO1.O=C1OCCO1.O=C1OCCO1

Results of the Mulliken charge analysis, in e, for atoms 1 through 6: 1.40 1.93 -0.57 0.50 -0.60 -0.56

Record 3
Formula: C11H16BNO12P
Source: OMol25
Level of theory: ωB97M-V/def2-TZVPD

Geometry (Å):
C1 -2.479 0.636 3.157
C2 -1.819 -0.129 1.986
O1 -2.496 0.197 0.789
C3 -0.288 0.143 1.889
C4 0.237 0.131 0.480
C5 0.781 -0.910 -0.129
C6 0.944 -2.221 0.623
O2 0.841 -3.371 -0.211
O3 1.995 -4.157 -0.101
C7 1.236 -0.759 -1.557
O4 1.338 -1.668 -2.293
C8 1.623 0.627 -2.047
B1 2.620 0.753 -3.279
N1 3.919 0.072 -3.358
O5 2.258 1.590 -4.310
C9 1.121 1.689 -1.440
P1 1.484 3.425 -1.879
O6 0.578 3.846 -2.929
O7 1.195 4.303 -0.540
O8 3.053 3.658 -2.210
C10 0.129 1.421 -0.304
O9 -0.721 2.201 -0.072
H1 -2.946 -0.041 3.877
H2 -3.294 1.237 2.739
H3 -1.804 1.346 3.659
H4 -1.996 -1.202 2.153
H5 -3.147 -0.495 0.579
H6 0.209 -0.573 2.546
H7 -0.116 1.150 2.292
H8 0.196 -2.314 1.418
H9 1.926 -2.262 1.117
H10 1.957 -4.492 0.809
H11 3.773 -0.737 -3.965
H12 4.494 0.689 -3.937
H13 1.294 1.704 -4.283
H14 1.851 4.000 0.111
H15 3.577 3.004 -1.717
C11 -4.707 -2.497 2.495
O10 -5.622 -3.333 2.341
O11 -4.202 -2.040 1.257
O12 -4.191 -2.029 3.511
H16 -4.801 -2.593 0.733

Atomic forces in eV per Å
0.02 0.28 0.08
-0.96 -0.43 0.42
0.37 0.20 -0.83
-0.68 0.69 -0.12
0.14 0.68 0.05
0.33 -0.71 -0.22
0.27 -0.21 -0.05
-0.90 0.28 0.06
0.86 -0.22 0.16
-0.07 2.05 2.13
0.40 -2.30 -2.21
0.57 -0.75 -0.51
-0.08 -0.17 -0.59
-0.24 0.66 -0.33
-0.35 -0.77 0.39
0.20 0.32 1.38
-1.41 0.73 0.47
-0.11 0.35 -0.95
1.21 -1.12 -0.48
-0.47 -0.96 0.74
1.19 -1.13 -0.33
-1.44 1.77 0.61
0.22 -0.01 -0.10
0.16 -0.12 -0.02
-0.01 -0.29 -0.04
0.27 0.17 0.12
0.15 -0.05 0.60
0.15 0.16 -0.17
0.08 -0.18 -0.05
-0.04 0.10 -0.27
-0.08 0.21 -0.22
-0.15 -0.17 -0.11
0.13 -0.23 0.48
0.08 -0.22 0.03
0.25 0.71 -0.04
-0.34 0.48 0.30
0.21 0.26 -0.21
-0.39 -0.37 0.98
0.01 0.02 0.04
-0.07 -0.08 -0.49
0.26 0.15 -0.08
0.27 0.24 -0.60

Computed properties:
E_tot ... -47694.229 eV
Energy relative to the best compared isomer or geometry (same formula, charge and spin) ... 0.0 kJ/mol
Multiplicity ... 1
LUMO level ... 0.90 eV
Gap between HOMO and LUMO ... 5.898 eV
Net charge ... -1

Results of the Mulliken charge analysis, in e, for atoms 1 through 6: -1.42 1.11 -0.57 -2.13 0.71 0.71

Number 1: maximum force 7.565 eV/Å, HOMO -9.4384 eV. Number 2: maximum force 5.674 eV/Å, HOMO -9.4967 eV. Number 3: maximum force 3.216 eV/Å, HOMO -4.9935 eV.